Entry 1:
62
Properties=species:S:1:pos:R:3 method="wB97M-V/def2-TZVPD" de_lowest_ev=0.0000 charge=0 molar_mass_g_mol=603.72 spin_multiplicity=1 e_homo_ev=-8.235 homo_lumo_gap_ev=8.712
Tl 0.31175 0.48261 -0.57441
B -2.06176 -0.09531 -3.30684
N -2.63811 -0.66295 -1.96127
C -3.88018 -1.12557 -1.76072
C -3.95432 -1.68442 -0.49699
C -2.66781 -1.51674 0.01851
N -1.88570 -0.89930 -0.86476
N -2.04848 1.46080 -3.30766
C -2.92749 2.28901 -3.89564
C -2.51818 3.59168 -3.67808
C -1.34360 3.45328 -2.93386
N -1.07323 2.16863 -2.71886
H -2.79767 -0.45062 -4.18737
H -0.92943 -0.49171 -3.40563
H -4.63221 -1.04028 -2.52720
H -4.80426 -2.15128 -0.02934
H -2.27133 -1.81723 0.97708
H -3.78296 1.90901 -4.42896
H -2.98883 4.49978 -4.01340
H -0.68569 4.22040 -2.55508
C -1.59052 0.73106 5.05969
N -2.20537 0.67705 3.74574
C -3.63435 0.98901 3.78028
C -3.94297 1.41825 2.35466
N -2.64400 1.87675 1.91536
C -2.49813 2.52482 0.64243
C -1.63964 1.23642 2.59235
N -0.42488 1.17014 2.16920
C 0.58888 0.66014 3.07969
C 1.94375 0.43764 2.41333
N 1.87594 -0.76265 1.61144
C 2.74099 -1.69722 1.64687
N 3.98514 -1.74825 2.26783
C 4.84246 -0.57909 2.35166
C 4.63275 -3.02279 1.98022
C 3.50061 -3.88927 1.43754
N 2.52881 -2.90661 1.01253
C 1.21482 -3.35564 0.62273
H -2.25586 0.22357 5.75728
H -1.45198 1.76354 5.40634
H -0.63327 0.22229 5.08608
H -3.82950 1.80639 4.48660
H -4.20272 0.11330 4.09553
H -4.67740 2.22257 2.29718
H -4.28949 0.57895 1.74563
H -3.01066 3.48907 0.66555
H -2.91179 1.92944 -0.17393
H -1.44473 2.69728 0.45749
H 0.29321 -0.30890 3.50087
H 0.74278 1.37352 3.89947
H 2.68960 0.37217 3.21243
H 2.17127 1.30829 1.78689
H 4.45076 0.23185 1.73977
H 5.83890 -0.82705 1.98092
H 4.94541 -0.22919 3.38081
H 5.08159 -3.44517 2.88030
H 5.42212 -2.88975 1.23104
H 3.08331 -4.54495 2.21432
H 3.81131 -4.51245 0.59735
H 0.78893 -4.03640 1.37012
H 1.27536 -3.87469 -0.33476
H 0.56644 -2.49191 0.52007


Entry 2:
61
Properties=species:S:1:pos:R:3 method="wB97M-V/def2-TZVPD" charge=0 molar_mass_g_mol=413.28 spin_multiplicity=1 e_homo_ev=-6.426 homo_lumo_gap_ev=4.654
C -2.17630 1.57272 0.64617
O -2.51311 1.72367 1.99699
C -1.58840 1.04606 2.85514
C -2.16541 -0.28740 3.33398
C -1.70551 -1.53923 2.53386
C -2.75078 -2.00443 1.52088
C -2.42572 -3.35579 0.88750
C -1.14031 -3.41725 0.06521
C -1.28333 -2.84169 -1.36962
C -0.60276 -1.49837 -1.55752
C 0.71395 -1.34955 -1.18798
N 1.38907 -0.18505 -1.29979
N 2.74342 -0.06686 -0.92958
C 3.63393 -0.32504 -2.07413
C 3.08630 -0.86073 0.20296
C 2.24063 -0.83402 1.44391
O 4.08452 -1.51233 0.17315
C 0.77828 0.90602 -1.82832
C 1.50665 2.19485 -1.93460
B 1.32912 3.00060 -0.55094
O 0.76600 4.22714 -0.53819
O 1.74758 2.43458 0.65644
C -0.54205 0.80189 -2.25957
C -1.25719 -0.37974 -2.11832
C -2.67761 -0.38285 -2.60310
H -3.05935 1.64766 0.01286
H -1.47660 2.34733 0.30665
H -1.70630 0.60910 0.42894
H -0.61280 0.93609 2.37789
H -1.44954 1.69961 3.71415
H -1.82686 -0.42683 4.35862
H -3.24733 -0.23069 3.27310
H -1.51329 -2.32950 3.25988
H -0.75176 -1.31126 2.05316
H -3.68677 -2.09223 2.07238
H -2.91127 -1.21530 0.78044
H -3.28170 -3.73310 0.32844
H -2.30103 -4.04553 1.72544
H -0.33477 -2.95327 0.62847
H -0.89693 -4.47127 -0.05490
H -2.32910 -2.76206 -1.62485
H -0.76044 -3.52160 -2.04048
H 1.23440 -2.21204 -0.79670
H 3.61466 -1.37465 -2.36201
H 3.29732 0.26478 -2.92132
H 4.62558 0.02620 -1.82431
H 1.40075 -0.15017 1.42103
H 2.91219 -0.63491 2.27137
H 1.87129 -1.84684 1.60067
H 2.55607 2.05935 -2.16176
H 1.01725 2.80058 -2.69051
H 0.30644 4.36672 0.29722
H 1.17264 1.68917 0.85467
H -1.00779 1.67025 -2.69527
H -3.29092 -1.15193 -2.15448
H -3.12030 0.56590 -2.30377
H -2.70309 -0.41183 -3.68971
N 4.27128 4.78705 -0.12131
O 3.86466 5.87068 0.32553
O 3.97313 4.44275 -1.29780
O 4.95928 4.02460 0.58374


Entry 3:
76
Properties=species:S:1:pos:R:3 method="wB97M-V/def2-TZVPD" charge=0 molar_mass_g_mol=971.16 spin_multiplicity=1 e_homo_ev=-6.571 homo_lumo_gap_ev=1.428
N 0.24829 -6.18571 0.69860
C -0.80528 -5.43196 0.62137
C -1.89752 -4.18376 0.54419
C -1.17949 -2.80323 -0.05775
C -2.22732 -2.23984 -1.21758
N -2.90673 -1.47904 -2.04828
C -0.89024 -1.70150 1.14257
C 0.25894 -0.57144 0.69600
C -0.59638 0.73305 0.16229
C 0.31913 1.87317 -0.60024
N 0.34604 1.75366 -2.10801
C 0.99931 0.46901 -2.58275
N 0.29795 -0.50024 -3.31133
N 2.48046 0.29129 -2.20401
H -2.38055 -3.92205 1.57969
H -2.75723 -4.55182 -0.18099
H -0.12939 -3.09476 -0.53460
H -1.87515 -1.11607 1.45696
H -0.52683 -2.26888 2.11381
H 1.02104 -1.00105 -0.08117
H 0.89616 -0.27905 1.65771
H -1.51222 0.35027 -0.46092
H -1.02597 1.25728 1.14477
H -0.20407 2.91845 -0.35817
H 1.42695 1.92396 -0.21987
H -0.62587 1.74933 -2.52292
H 1.00536 -1.25345 -3.48909
H 2.48782 -0.59815 -1.64317
H 3.06220 0.08116 -3.04450
Be 3.44845 0.35175 -4.56007
O -8.72379 -1.50642 -4.19579
S -8.07477 -0.50122 -5.00954
O -7.22054 -0.84961 -6.12544
O -7.27157 0.53092 -4.03831
C -6.32744 0.00535 -3.11668
C -5.02825 -0.36787 -3.80608
C -9.30379 0.64384 -5.58372
H -6.74720 -0.84787 -2.57343
H -6.12763 0.79038 -2.38001
H -5.17175 -1.21500 -4.48313
H -4.26710 -0.64753 -3.07220
H -4.65440 0.46680 -4.40743
H -9.92318 0.95089 -4.73955
H -9.91473 0.13596 -6.33273
H -8.80318 1.50365 -6.03321
C 5.74082 -0.55036 1.44742
C 4.46578 0.07055 0.85686
C 4.59935 1.52883 0.43249
F 4.90421 2.34030 1.46880
F 3.42456 1.98801 -0.07645
F 3.43910 -0.09977 1.73235
F 4.13345 -0.66678 -0.25003
O 5.81899 -0.59009 2.87476
C 6.29914 0.60247 3.49361
C 5.24859 1.27268 4.38764
F 4.13628 1.61103 3.68653
F 5.72930 2.42302 4.93004
F 6.79100 1.43243 2.54273
F 7.36786 0.22296 4.24558
H 5.73760 -1.60624 1.14956
H 6.65424 -0.14379 0.99710
H 5.36267 1.64918 -0.34044
H 4.94463 0.60756 5.20145
C 4.37150 4.74722 7.05871
Cl 5.11037 4.12920 8.54096
Cl 2.65022 5.07379 7.29425
H 4.87331 5.67417 6.77076
H 4.48730 4.00351 6.26657
O -4.30656 -3.49941 1.91688
H -5.13248 -3.55190 2.42100
H -4.59668 -3.31797 1.01040
O 0.82001 5.82525 4.23827
H 1.38568 5.98873 4.97074
Br 5.30050 -0.45602 -6.00423
Cs 0.88016 -4.03121 -1.46627
Br 0.16057 -2.33996 3.50666


Entry 4:
60
Properties=species:S:1:pos:R:3 method="wB97M-V/def2-TZVPD" charge=+1 molar_mass_g_mol=462.82 spin_multiplicity=1 e_homo_ev=-12.420 homo_lumo_gap_ev=9.292
C -0.41781 3.55200 -0.02851
C 0.78424 3.71124 -0.96184
C 1.29799 2.47153 -1.68439
N 2.25330 1.52347 -0.88913
C 2.52239 2.02187 0.50179
C 3.44610 1.11938 1.34306
C 4.28440 2.03732 2.25814
Cl 2.54913 0.02124 2.41252
N 3.38618 1.39199 -1.73792
C 4.31750 2.17424 -1.57443
O 5.19707 2.90838 -1.42264
C 1.52320 0.23371 -0.70069
Cl -0.13656 0.32729 -0.22657
C 2.02334 -0.98579 -0.78229
C 1.21478 -2.21858 -0.54097
Cl 3.68165 -1.33140 -1.13552
H -1.17285 2.91838 -0.47734
H -0.89040 4.52625 0.05954
H -0.16567 3.24080 0.98080
H 0.44203 4.36477 -1.76218
H 1.56018 4.30072 -0.48560
H 0.49343 1.90711 -2.13073
H 1.82213 2.84732 -2.55013
H 2.89325 3.03696 0.56275
H 1.56965 2.02545 1.02086
H 4.16733 0.62058 0.70540
H 5.17172 1.50157 2.57159
H 3.71700 2.30747 3.14089
H 4.63224 2.92642 1.73754
H 0.51897 -2.28635 -1.36742
H 1.85591 -3.08384 -0.50060
H 0.68326 -2.15333 0.40005
O 1.07729 -4.06447 -2.93198
C 0.07616 -4.73192 -2.96018
O 0.09419 -5.95325 -2.41369
C -1.07562 -6.76199 -2.23237
C -1.40498 -7.55550 -3.47910
C -1.16730 -4.25418 -3.67334
H -1.91571 -6.15593 -1.88986
H -0.83294 -7.44387 -1.41971
H -1.63679 -6.90368 -4.32174
H -2.26099 -8.20630 -3.30206
H -0.55252 -8.16778 -3.77205
H -1.07141 -4.47597 -4.73501
H -1.24517 -3.17686 -3.54256
H -2.09011 -4.68699 -3.29496
O -0.93323 2.70283 2.82618
C -2.10690 2.46827 2.96185
O -2.99054 3.44977 2.75484
C -4.41044 3.24778 2.71371
C -5.01924 3.27837 4.09942
C -2.58653 1.11956 3.44100
H -4.65530 2.33386 2.17062
H -4.80329 4.07403 2.12440
H -4.63472 2.47338 4.72600
H -6.10309 3.18161 4.04186
H -4.77604 4.21668 4.59728
H -2.52488 1.08957 4.52776
H -1.92980 0.35671 3.02791
H -3.59802 0.87157 3.12873


What did the third record say?
76
Properties=species:S:1:pos:R:3 method="wB97M-V/def2-TZVPD" charge=0 molar_mass_g_mol=971.16 spin_multiplicity=1 e_homo_ev=-6.571 homo_lumo_gap_ev=1.428
N 0.24829 -6.18571 0.69860
C -0.80528 -5.43196 0.62137
C -1.89752 -4.18376 0.54419
C -1.17949 -2.80323 -0.05775
C -2.22732 -2.23984 -1.21758
N -2.90673 -1.47904 -2.04828
C -0.89024 -1.70150 1.14257
C 0.25894 -0.57144 0.69600
C -0.59638 0.73305 0.16229
C 0.31913 1.87317 -0.60024
N 0.34604 1.75366 -2.10801
C 0.99931 0.46901 -2.58275
N 0.29795 -0.50024 -3.31133
N 2.48046 0.29129 -2.20401
H -2.38055 -3.92205 1.57969
H -2.75723 -4.55182 -0.18099
H -0.12939 -3.09476 -0.53460
H -1.87515 -1.11607 1.45696
H -0.52683 -2.26888 2.11381
H 1.02104 -1.00105 -0.08117
H 0.89616 -0.27905 1.65771
H -1.51222 0.35027 -0.46092
H -1.02597 1.25728 1.14477
H -0.20407 2.91845 -0.35817
H 1.42695 1.92396 -0.21987
H -0.62587 1.74933 -2.52292
H 1.00536 -1.25345 -3.48909
H 2.48782 -0.59815 -1.64317
H 3.06220 0.08116 -3.04450
Be 3.44845 0.35175 -4.56007
O -8.72379 -1.50642 -4.19579
S -8.07477 -0.50122 -5.00954
O -7.22054 -0.84961 -6.12544
O -7.27157 0.53092 -4.03831
C -6.32744 0.00535 -3.11668
C -5.02825 -0.36787 -3.80608
C -9.30379 0.64384 -5.58372
H -6.74720 -0.84787 -2.57343
H -6.12763 0.79038 -2.38001
H -5.17175 -1.21500 -4.48313
H -4.26710 -0.64753 -3.07220
H -4.65440 0.46680 -4.40743
H -9.92318 0.95089 -4.73955
H -9.91473 0.13596 -6.33273
H -8.80318 1.50365 -6.03321
C 5.74082 -0.55036 1.44742
C 4.46578 0.07055 0.85686
C 4.59935 1.52883 0.43249
F 4.90421 2.34030 1.46880
F 3.42456 1.98801 -0.07645
F 3.43910 -0.09977 1.73235
F 4.13345 -0.66678 -0.25003
O 5.81899 -0.59009 2.87476
C 6.29914 0.60247 3.49361
C 5.24859 1.27268 4.38764
F 4.13628 1.61103 3.68653
F 5.72930 2.42302 4.93004
F 6.79100 1.43243 2.54273
F 7.36786 0.22296 4.24558
H 5.73760 -1.60624 1.14956
H 6.65424 -0.14379 0.99710
H 5.36267 1.64918 -0.34044
H 4.94463 0.60756 5.20145
C 4.37150 4.74722 7.05871
Cl 5.11037 4.12920 8.54096
Cl 2.65022 5.07379 7.29425
H 4.87331 5.67417 6.77076
H 4.48730 4.00351 6.26657
O -4.30656 -3.49941 1.91688
H -5.13248 -3.55190 2.42100
H -4.59668 -3.31797 1.01040
O 0.82001 5.82525 4.23827
H 1.38568 5.98873 4.97074
Br 5.30050 -0.45602 -6.00423
Cs 0.88016 -4.03121 -1.46627
Br 0.16057 -2.33996 3.50666